Computed, not measured: a cluster of 15 separate species, C33H102N24O15 in total in a non-equilibrium geometry, with ωB97M-V/def2-TZVPD.

Structure (XYZ):
```
174
Properties=species:S:1:pos:R:3:forces:R:3:lowdin_charge:R:1
O 0.05583 -0.24363 -1.15908 0.40 0.36 0.68 -0.225
O 7.01923 2.19852 2.15734 0.00 -0.32 0.00 -0.188
O 3.81090 -2.67681 -3.64943 -0.45 -0.18 0.37 0.037
O -0.59013 -2.29203 -5.03461 -0.13 0.00 -0.08 0.039
O -4.62091 5.78369 -4.48672 -0.01 0.26 -0.32 0.029
O 1.71400 2.00476 4.99782 0.12 0.51 0.13 -0.184
O -5.86562 1.20089 -3.35909 0.23 -0.13 0.15 0.013
O -2.19042 5.24816 0.63107 -0.40 -0.26 0.21 -0.062
O 2.57143 -5.56776 -0.34926 0.27 -0.17 -0.03 -0.182
O -2.42712 -3.78745 -2.24664 -0.27 -0.44 -0.10 -0.211
O -1.08694 3.72662 5.36844 -0.37 -0.10 0.10 0.012
O 1.67620 7.45069 -1.39851 0.13 -0.41 -0.13 0.011
O -2.56439 1.81552 2.56679 0.10 -0.05 -0.18 -0.008
O -1.44283 3.18191 -4.65820 -0.02 0.35 -0.04 -0.034
O 0.70195 -3.79350 3.72551 0.69 0.01 0.06 -0.177
N 3.46482 -0.43067 -3.43144 -0.86 0.28 -0.45 0.146
N -3.73923 7.71059 -3.70587 -0.06 0.38 -0.15 0.150
N -0.48800 2.89653 0.71783 0.27 0.31 0.00 0.054
N 1.34134 -8.39901 -0.12240 -0.12 -0.26 -0.02 0.046
N -0.72031 5.88029 4.77351 0.45 0.30 0.51 0.147
N -3.27095 -5.01764 -4.69597 0.37 -0.58 0.46 0.045
N -3.85998 2.15616 -3.85529 -0.24 -0.33 0.33 0.179
N -1.97785 3.86942 -6.77482 -0.01 0.05 0.23 0.183
N -0.45674 6.90010 -0.89695 -0.34 -0.23 -0.36 0.144
N 5.12979 -1.43189 -2.26073 0.17 -1.02 0.43 0.154
N 1.27228 5.44912 -0.38061 -0.03 -0.89 0.31 0.169
N -2.40377 5.84780 -4.02956 0.38 0.62 -0.05 0.150
N -3.63701 5.60685 -1.06477 -0.52 -0.35 0.46 0.194
N 5.94420 1.09524 -0.68311 0.35 0.86 -0.04 0.011
N -1.99491 -6.26157 3.66144 0.97 -0.65 -0.49 0.037
N -1.99668 0.50294 4.33735 -0.17 0.77 -0.95 0.189
N -4.81039 2.43239 -1.78246 -0.23 -0.01 0.56 0.152
N -1.54466 -1.23693 -3.22084 0.24 0.13 -0.36 0.184
N -1.86455 4.48902 3.35555 -0.13 0.56 0.77 0.163
N -4.35651 5.70731 1.11894 -0.11 -0.39 0.27 0.185
N -3.15811 -0.37850 2.55756 0.16 0.38 -0.46 0.159
N 0.56147 1.16125 7.60388 0.41 0.66 -0.22 0.048
N 0.32735 -0.38890 -4.17394 -0.03 -0.03 -0.21 0.138
N -0.86827 1.89133 -6.40921 -0.14 0.28 0.38 0.181
C 0.89759 6.62708 -0.93967 -0.05 1.13 0.57 -0.678
C -3.63881 6.43033 -4.16646 -0.21 -1.28 0.89 -0.705
C -4.88478 1.84529 -3.01522 -0.23 0.42 -0.82 -0.682
C -0.59668 -4.32000 3.76850 -0.40 0.44 0.83 -0.251
C -1.44299 3.00476 -5.87619 0.60 -0.37 -0.37 -0.641
C -3.35564 5.43527 0.25178 0.79 1.51 -0.71 -0.622
C -1.92612 -3.92277 -0.94316 0.94 -0.47 0.01 -0.106
C 0.00072 -6.16009 2.21852 0.11 -1.06 -0.38 -0.073
C 6.00583 1.28571 1.75006 -0.42 1.20 -0.37 -0.182
C -0.60052 -1.41944 -4.18932 -0.40 0.59 -0.01 -0.661
C 5.36909 1.85666 0.47392 -0.08 -0.68 -1.05 -0.390
C -5.60917 -4.84405 -4.04557 -0.45 0.33 0.80 -0.067
C -0.55941 -5.82012 3.58949 -0.62 0.55 -0.54 -0.404
C 3.85872 1.68793 0.38660 -0.01 0.05 0.64 -0.071
C 2.74451 -6.63360 -1.25072 0.56 -0.37 -0.67 -0.234
C -4.20763 -4.33083 -3.78915 1.06 0.09 -1.10 -0.444
C -0.94575 2.63431 -1.60760 -0.22 -0.51 -0.94 -0.044
C 1.72588 0.57245 6.91609 -0.12 -0.87 0.85 -0.434
C -3.72542 -4.32070 -2.35448 -1.48 0.28 1.08 -0.227
C -0.86013 1.90457 -0.29525 0.18 -0.74 1.34 -0.400
C 0.15838 0.75484 -0.16032 0.36 1.42 -0.36 -0.183
C 1.72197 2.11393 3.59170 -1.06 0.74 0.35 -0.101
C 1.53823 0.67576 5.42517 1.08 0.17 0.39 -0.234
C 3.19221 -9.07778 -1.55632 0.35 -0.01 1.12 -0.070
C 4.07031 -1.62222 -3.10873 1.58 1.41 -0.66 -0.685
C 2.67454 -7.99879 -0.59455 -0.64 -0.04 -0.22 -0.429
C 3.21832 -4.39614 -0.82368 -0.69 -0.12 -0.71 -0.105
C 7.18377 2.24020 3.55459 0.29 0.21 0.25 -0.116
C 1.79072 -0.90291 7.35517 -0.74 -0.29 -0.86 -0.072
C -2.56346 0.72378 3.12467 -0.44 -0.63 0.59 -0.645
C -1.24915 4.63435 4.56162 0.44 -0.19 -0.35 -0.664
C 0.71358 -2.43450 3.36822 0.15 -0.09 -0.33 -0.103
C 1.15517 -1.12983 -1.00505 -0.32 -0.90 0.12 -0.095
H 0.54724 -2.36444 2.28516 -0.72 0.33 0.13 0.079
H 0.92835 -0.29497 -4.96755 0.23 -0.19 0.08 0.084
H 3.68770 0.47972 -3.07503 0.43 -0.23 0.35 0.087
H -1.82713 3.27908 -1.67879 -0.09 -0.09 0.22 0.054
H -1.61305 1.34655 4.74735 0.08 -0.35 0.64 0.092
H -1.59806 6.42892 -3.86557 0.08 -0.17 0.09 0.097
H -3.94947 2.75965 -1.38307 0.04 -0.03 -0.04 0.058
H 6.24159 2.47107 4.06258 -0.08 -0.13 -0.02 0.086
H 6.95841 1.14500 -0.58758 -0.02 -0.12 -0.04 0.085
H -4.56537 5.89116 -1.32449 0.07 -0.07 -0.33 0.107
H -2.22186 4.78487 -6.43708 -0.13 0.01 -0.11 0.093
H 6.40492 0.30395 1.48481 0.04 -0.16 0.45 0.129
H 4.28178 -9.03095 -1.50873 0.00 -0.02 -0.63 0.078
H 1.68909 -1.95897 3.48363 0.16 -0.46 0.52 0.082
H 1.01610 -1.96479 -1.69264 0.19 0.26 -0.31 0.086
H -0.88076 -3.60892 -0.96146 -0.11 0.30 0.00 0.082
H 0.35839 0.24549 -3.39471 0.14 0.12 -0.11 0.073
H 0.62162 4.74134 -0.06280 -0.15 0.20 0.00 0.047
H -0.46029 -5.63717 1.37676 -0.30 0.13 0.23 0.073
H -1.59440 5.12652 2.62329 -0.44 -0.38 -0.27 0.068
H 5.63251 2.91125 0.36995 0.04 0.04 0.37 0.138
H -3.03826 2.66379 -3.57419 -0.10 -0.17 -0.15 0.038
H 2.69257 0.98131 7.23246 -0.11 0.57 -0.34 0.136
H -1.05151 6.53460 -0.15668 0.29 -0.18 -0.29 0.051
H 2.34545 -1.56930 6.68693 0.52 0.36 0.11 0.071
H -2.30954 -4.73578 -4.50553 -0.17 0.54 -0.17 0.062
H 5.25779 1.24157 2.54678 -0.04 -0.35 -0.02 0.111
H 2.79030 -9.03724 -2.56607 0.07 0.20 -0.06 0.082
H -3.23520 -5.99980 -4.41792 -0.34 -0.03 -0.20 0.071
H -0.17973 6.00764 5.61026 -0.06 -0.15 0.04 0.099
H -2.02097 -6.94333 2.90557 -0.65 0.08 0.01 0.052
H 7.60476 1.31561 3.96136 -0.11 -0.11 -0.05 0.089
H 2.70099 -3.98707 -1.70220 -0.26 0.13 0.23 0.073
H -2.46843 -3.36252 -0.17497 -0.19 0.08 -0.16 0.091
H 7.87796 3.04605 3.79086 0.04 0.00 -0.15 0.088
H -1.07152 3.71321 0.55862 -0.04 -0.07 0.10 0.019
H 2.86599 -0.40750 -4.23332 -0.12 -0.41 0.06 0.071
H 1.73296 3.16628 3.29774 0.40 0.10 0.36 0.091
H -0.10693 3.30590 -1.80062 0.25 -0.18 0.29 0.085
H -1.76488 1.38443 0.05695 -0.62 0.53 -0.80 0.125
H -2.35642 3.62027 3.18870 0.38 -0.06 -0.39 0.059
H 3.63038 0.61993 0.39986 -0.17 0.04 0.12 0.079
H -2.89608 5.70501 -1.74105 0.09 -0.15 0.04 0.065
H -2.95026 8.27177 -3.44549 -0.01 0.04 -0.06 0.092
H -0.99412 1.95179 -2.45858 -0.09 0.00 0.02 0.056
H 2.36933 0.10707 4.98732 -0.48 -0.51 -0.31 0.123
H 2.11163 -0.62615 -1.15322 -0.07 -0.01 -0.18 0.068
H 3.21027 -3.68215 -0.00528 0.30 0.09 -0.05 0.087
H -4.64740 8.12853 -3.79462 0.08 0.16 -0.08 0.105
H 0.85113 1.48555 8.52105 -0.15 -0.15 0.08 0.073
H -0.68298 7.81318 -1.25056 0.13 0.08 0.11 0.090
H -1.10469 -4.03425 4.70815 0.30 -0.22 0.19 0.123
H 0.53442 0.29883 5.20326 0.13 -0.18 -0.45 0.107
H 3.36609 -7.98395 0.25370 -0.10 0.10 0.11 0.133
H 5.68452 -2.25187 -2.08315 -0.08 -0.01 0.02 0.098
H 0.28862 2.01204 7.11224 0.00 -0.02 -0.02 0.058
H 0.62423 -7.68628 -0.12060 0.32 0.32 0.00 0.051
H 3.74449 -6.58864 -1.71145 0.08 0.19 0.19 0.119
H -5.90842 -4.63891 -5.07001 0.11 0.12 -0.03 0.078
H 3.38264 2.19338 1.23235 -0.05 -0.20 -0.04 0.059
H 2.93817 -10.04168 -1.10862 -0.06 -0.07 -0.17 0.076
H -0.00247 -1.90695 4.00580 -0.13 0.37 -0.44 0.072
H -0.18714 -7.23601 2.10338 0.09 0.07 -0.34 0.071
H -2.05991 -0.41040 4.74255 0.31 0.18 0.48 0.098
H 0.72335 1.81892 3.24467 0.37 -0.70 -0.50 0.074
H 0.07252 -6.34408 4.30813 -0.06 0.33 0.34 0.142
H -0.78959 1.72644 -7.39417 -0.05 -0.14 0.02 0.104
H 1.16075 -1.59645 -0.01078 -0.09 0.28 0.13 0.080
H 2.58247 1.61554 3.14000 -0.27 -0.37 -0.09 0.067
H -5.55482 2.15832 -1.16673 0.12 -0.01 0.15 0.096
H 2.15747 -0.99536 8.37364 -0.07 -0.08 0.05 0.072
H -3.89317 1.74831 -4.77065 0.08 -0.01 -0.01 0.105
H 3.39197 2.11900 -0.50159 0.35 0.02 -0.19 0.073
H -2.25615 4.84346 -4.10275 -0.10 0.11 -0.33 0.057
H -1.79371 3.72619 -7.75004 -0.11 0.22 -0.06 0.102
H 0.02232 0.33892 0.84496 0.06 -0.23 -0.02 0.126
H -5.30739 5.80008 0.81269 -0.04 -0.05 0.08 0.106
H -0.52951 1.22979 -5.73178 0.02 -0.32 -0.10 0.072
H 5.76640 1.66769 -1.50859 -0.01 -0.11 -0.05 0.077
H -3.64080 -0.14202 1.70618 -0.19 -0.25 0.04 0.101
H -2.15431 -6.84278 4.47905 0.07 0.29 0.20 0.066
H 1.07537 -6.05921 2.06951 0.02 0.30 0.44 0.079
H -1.26900 -3.85907 3.02851 0.33 -0.31 -0.47 0.117
H -1.88088 -4.98209 -0.65969 -0.29 0.01 0.10 0.082
H -3.54947 -1.09987 3.13675 0.00 -0.05 -0.04 0.097
H 1.15136 1.22706 -0.19296 0.07 -0.24 -0.03 0.107
H -0.75236 2.59715 1.64980 0.01 -0.17 -0.04 0.032
H 4.20123 -4.62211 -1.25077 0.29 0.04 0.63 0.081
H -2.32312 -1.86663 -3.19337 0.21 -0.33 0.29 0.081
H -5.78766 -5.90788 -3.87503 0.40 -0.05 0.16 0.076
H 0.99793 -9.15338 -0.70096 -0.10 0.00 0.03 0.056
H 0.77516 -1.30210 7.27203 -0.04 0.05 0.45 0.071
H -0.95840 6.72095 4.28205 -0.25 -0.22 -0.25 0.092
H -4.39432 -3.68284 -1.74384 -0.07 0.08 -0.24 0.130
H 2.18577 5.34816 0.02343 0.20 0.30 -0.39 0.100
H -6.26704 -4.29015 -3.36646 -0.25 -0.14 -0.20 0.079
H -1.26361 -0.69851 -2.41136 -0.42 -0.19 -0.03 0.066
H 2.07102 -6.56942 -2.11847 -0.33 0.04 0.22 0.138
H -3.85008 -5.29362 -1.85109 0.56 -0.26 -0.37 0.129
H -4.21553 -3.28305 -4.11349 0.05 0.01 0.01 0.137
H -4.15668 5.57399 2.09613 -0.09 -0.12 0.01 0.101
H 5.51899 -0.55591 -1.93694 -0.52 0.02 0.08 0.042
```
Positions in Å, forces in eV/Å.

Output
gap between HOMO and LUMO	9.09	eV
net charge	0
maximum force	2.22	eV/A
HOMO energy	-8.951	eV
energy above the lowest of the compared OMol25 structures with the same formula, charge and spin	0.0	kJ/mol